[1]
Formula: C32H78N5O8
Source: the Open Molecules 2025 dataset
Level of theory: ωB97M-V/def2-TZVPD

Atoms and positions in Å:
C  2.28089  2.34155  -0.99216
C  1.12489  1.29355  -0.74316
C  0.67189  1.11255  0.76284
N  -0.38811  0.17755  1.07584
C  0.18289  -1.18445  0.97084
C  -1.63911  0.31755  0.15284
C  -2.84011  0.00655  1.00684
C  -2.23611  -0.20545  2.44584
C  -0.96211  0.38755  2.42184
H  2.02589  3.36055  -0.73116
H  2.50289  2.38755  -1.96416
H  3.22689  2.18955  -0.35916
H  1.48489  0.21455  -1.27016
H  0.31289  1.66055  -1.35116
H  0.37589  2.08755  1.08684
H  1.45689  0.82255  1.43084
H  -0.50811  -1.95245  1.22584
H  0.85189  -1.51645  1.67984
H  0.64889  -1.36145  0.14684
H  -1.67511  -0.41645  -0.80816
H  -1.81311  1.38555  -0.29216
H  -3.22511  -0.82145  0.60884
H  -3.58111  0.88455  1.04784
H  -2.30111  -1.34845  2.81184
H  -2.99911  0.16255  3.12184
H  -0.28411  -0.03545  3.09584
H  -0.99211  1.39055  2.49184
C  4.43189  0.47855  3.36684
C  3.96989  -0.21045  2.02084
N  3.61989  -0.74945  1.05484
H  3.70689  0.31555  4.19184
H  5.54689  0.28655  3.88084
H  4.47289  1.58855  3.14784
C  -3.69911  3.94855  -2.02616
C  -3.84011  5.04755  -3.00816
N  -4.03811  5.89955  -3.73016
H  -3.51811  2.85255  -2.45116
H  -2.94611  3.95255  -1.29816
H  -4.63411  3.81955  -1.57116
C  1.98889  -3.17145  -3.57516
C  1.00589  -2.03545  -3.12716
N  0.18189  -1.21145  -2.70016
H  1.39089  -4.06545  -3.33416
H  1.88889  -2.94945  -4.63016
H  2.85189  -2.88645  -3.16316
C  -0.35411  -5.02645  -0.62816
C  -1.61511  -4.19345  -0.32316
N  -2.54011  -3.50445  -0.05516
H  -0.63811  -5.79445  -1.19316
H  0.36789  -4.38145  -0.97616
H  -0.14211  -5.39845  0.41484
C  -4.02711  -3.73845  3.98484
C  -5.21811  -2.81345  3.77184
O  -5.28911  -1.98545  4.93684
H  -3.98811  -4.32745  3.21484
H  -4.27011  -4.33645  5.00484
H  -3.20811  -3.09845  4.28084
H  -6.24011  -3.34345  3.45984
H  -5.08511  -2.21645  2.93484
H  -5.96411  -1.45345  5.00784
C  -1.55911  1.28155  -4.32716
C  -0.57211  1.15355  -5.47816
O  -0.81811  1.94455  -6.64716
H  -2.55011  0.75555  -4.45016
H  -1.73311  2.23555  -3.95116
H  -1.45911  0.70755  -3.41616
H  -0.26811  0.09055  -5.67316
H  0.39389  1.42955  -5.12216
H  -0.11011  1.86055  -7.24716
C  1.23189  -1.61445  5.30784
C  1.04089  -2.90545  4.45884
O  -0.09611  -2.86845  3.87384
H  2.16489  -1.56145  5.97484
H  0.37789  -1.44145  5.79984
H  1.30689  -0.64845  4.78184
H  1.12989  -3.68845  5.02084
H  2.01489  -2.87945  3.76884
H  -0.46311  -3.67245  3.63484
C  -0.55411  4.64855  1.34284
C  -1.96611  4.51655  1.54584
O  -2.49911  3.27355  1.28984
H  0.15689  3.95055  1.98984
H  -0.24011  5.52455  1.77184
H  -0.09511  4.26055  0.32684
H  -2.58411  5.34455  1.05984
H  -2.29411  4.80055  2.55184
H  -3.50711  3.48055  1.29484
C  3.89089  0.90855  -4.55316
C  4.95289  0.56455  -5.48016
O  5.33589  1.62355  -6.39416
H  4.01589  0.18955  -3.76616
H  2.86989  0.99955  -5.11416
H  4.11089  1.76955  -4.15516
H  4.89689  -0.20045  -6.10216
H  5.80989  0.25155  -4.91816
H  6.14689  1.24355  -6.60316
C  -5.75511  -1.66145  -1.61216
C  -4.60311  -0.99145  -2.38516
O  -4.49011  0.33255  -1.89416
H  -5.85111  -2.80145  -2.30316
H  -6.75311  -1.14945  -1.63416
H  -5.64211  -1.61045  -0.51116
H  -4.52511  -0.83445  -3.45616
H  -3.56811  -1.64245  -2.20516
H  -5.27511  0.63355  -1.91516
C  3.08189  -4.29745  1.36384
C  3.71489  -4.28245  -0.08716
O  2.90689  -5.10345  -0.84416
H  2.03289  -4.10445  1.45484
H  3.74089  -3.77045  2.08384
H  3.02789  -5.31145  1.82984
H  4.78589  -4.68745  0.05684
H  3.53489  -3.15545  -0.15416
H  3.43989  -5.83145  -1.16016
C  4.17489  4.27555  1.67584
C  3.05789  5.16455  1.32884
O  3.12189  6.50855  2.01784
H  4.18889  4.02155  2.65584
H  5.12789  4.69855  1.50484
H  4.10489  3.39455  1.12084
H  2.09089  4.73155  1.40584
H  3.06689  5.11855  0.20484
H  2.91189  6.38755  3.10484

- charge = +1
- gap between HOMO and LUMO (eV) = 9.68
- HOMO (eV) = -11.5

[2]
Formula: C78H195ClInN13O30
Source: the Open Molecules 2025 dataset
Level of theory: ωB97M-V/def2-TZVPD

Atoms and positions in Å:
In  -5.17890  21.99565  3.30176
Cl  -7.82506  25.14736  0.91033
O  -7.06291  26.16644  0.29651
O  -8.76839  25.68096  1.79613
O  -8.46209  24.42054  -0.13336
O  -6.95426  24.37664  1.72135
C  -8.63592  23.22383  4.30777
O  -7.94518  22.04799  3.89059
C  -8.83883  20.92571  3.89637
C  -9.27037  20.27653  5.23763
N  -8.14922  19.71983  5.91159
C  -8.68548  18.93476  7.03442
C  -7.50986  18.38268  7.88706
O  -6.91186  19.46532  8.64778
C  -6.00656  19.06520  9.70485
H  -8.05003  24.13040  4.15623
H  -8.97452  23.10384  5.33687
H  -9.49743  23.49363  3.69694
H  -8.36814  20.12552  3.32519
H  -9.77471  21.23936  3.43392
H  -10.03094  19.53034  5.00776
H  -9.62072  21.10491  5.85337
H  -7.67536  19.15411  5.22201
H  -9.30914  18.16919  6.57285
H  -9.25212  19.59640  7.68960
H  -6.79202  17.93005  7.20300
H  -7.80746  17.59492  8.57914
H  -6.69816  18.66933  10.44853
H  -5.58347  19.97776  10.12475
H  -5.29123  18.31929  9.35839
C  -3.72020  17.49494  0.52704
O  -3.72342  18.39939  -0.53726
C  -3.95551  17.78857  -1.78171
C  -3.87066  18.81990  -2.86337
N  -5.19491  19.35588  -3.12633
C  -5.16366  20.42031  -4.09541
C  -6.56601  21.09922  -4.32679
O  -6.47839  22.35736  -4.95555
C  -7.74867  23.08969  -4.93897
H  -3.10821  16.60346  0.38989
H  -4.71994  17.15743  0.80038
H  -3.40889  17.97265  1.45601
H  -4.94424  17.33018  -1.80119
H  -3.26291  16.95744  -1.91451
H  -3.48638  18.35966  -3.77364
H  -3.16863  19.60845  -2.59237
H  -6.01890  18.78659  -3.25692
H  -4.62524  20.13179  -4.99816
H  -4.50277  21.16120  -3.64553
H  -7.03860  21.32252  -3.37029
H  -7.24598  20.43710  -4.86282
H  -7.48340  24.05630  -5.36720
H  -7.88661  23.26965  -3.87282
H  -8.57442  22.63573  -5.48684
C  -14.08778  34.80732  -0.63508
O  -12.83039  34.52345  -1.30573
C  -13.08410  34.13250  -2.68883
C  -11.74340  33.59213  -3.26671
N  -11.33073  32.20046  -3.04805
C  -11.17558  31.92609  -1.63743
C  -10.60603  30.52565  -1.26588
O  -9.38322  30.39553  -1.90750
C  -8.85476  29.10683  -1.73779
H  -14.66464  33.89260  -0.49861
H  -14.68525  35.56408  -1.14345
H  -13.89114  35.07654  0.40268
H  -13.52558  34.94058  -3.27210
H  -13.75085  33.27284  -2.62151
H  -10.87094  34.19690  -3.01939
H  -11.88732  33.67369  -4.34408
H  -10.44449  31.97839  -3.47859
H  -12.16582  32.10690  -1.21929
H  -10.54495  32.67705  -1.16156
H  -11.34467  29.76750  -1.52614
H  -10.50513  30.50408  -0.18078
H  -9.52145  28.48840  -2.33876
H  -8.82648  28.79961  -0.69236
H  -7.82373  29.03043  -2.08312
C  -17.34522  26.51686  -3.97874
O  -16.27440  26.75504  -3.07041
C  -16.58673  26.75714  -1.65824
C  -15.38369  27.14062  -0.86312
N  -14.25984  26.22253  -1.15039
C  -12.97610  26.91082  -0.91295
C  -11.82233  26.07999  -1.40281
O  -11.45238  26.48959  -2.69336
C  -10.43546  25.63471  -3.25758
H  -17.76079  25.50924  -3.98765
H  -17.01581  26.74461  -4.99251
H  -18.14223  27.25066  -3.85865
H  -17.01348  25.81309  -1.31950
H  -17.38722  27.47391  -1.47505
H  -15.59051  27.05599  0.20373
H  -15.16600  28.18564  -1.08364
H  -14.28794  26.05246  -2.14557
H  -12.85091  27.19707  0.13131
H  -13.00887  27.86037  -1.44716
H  -12.02826  25.01122  -1.34421
H  -11.00419  26.17671  -0.68909
H  -10.80772  24.64621  -3.52664
H  -9.58301  25.45524  -2.60243
H  -10.03163  25.99260  -4.20464
C  -5.86477  25.51090  4.87876
O  -5.84906  24.09187  5.19526
C  -5.86021  23.82177  6.56516
C  -5.87790  22.30479  6.91854
N  -4.72715  21.69086  6.26991
C  -4.56726  20.23187  6.54195
C  -3.33222  19.66164  5.76308
O  -3.27206  20.12048  4.41598
C  -2.12018  19.65495  3.76047
H  -6.59748  26.04047  5.48768
H  -6.09603  25.68687  3.82821
H  -4.85239  25.89036  5.01734
H  -6.67020  24.32502  7.09313
H  -4.89227  24.15237  6.94182
H  -6.77086  21.87408  6.46553
H  -5.87563  22.22075  8.00529
H  -3.89647  22.11594  6.65639
H  -5.51764  19.80552  6.22083
H  -4.43937  20.09252  7.61541
H  -3.30093  18.57525  5.68012
H  -2.39715  20.02410  6.19011
H  -2.23380  19.50443  2.68691
H  -2.03206  18.59267  3.98831
H  -1.25402  20.27670  3.98694
C  -10.75969  15.70567  2.31587
O  -11.42649  16.94988  2.44625
C  -10.62804  18.12141  2.39369
C  -11.56901  19.34040  2.21787
N  -12.16685  19.82363  3.50512
C  -13.15523  20.87987  3.25722
C  -12.55578  22.27183  2.79721
O  -12.15760  22.14572  1.45119
C  -11.64095  23.35864  0.93037
H  -10.55678  15.51483  1.26207
H  -11.45468  14.93411  2.64722
H  -9.89179  15.59753  2.96638
H  -9.89010  18.12937  1.59152
H  -10.08135  18.03032  3.33227
H  -12.26984  19.15368  1.40419
H  -10.97390  20.15399  1.80314
H  -12.61413  19.05406  3.98240
H  -13.70319  20.98552  4.19353
H  -13.85965  20.54747  2.49472
H  -11.67391  22.58454  3.35633
H  -13.33887  23.02894  2.75640
H  -11.30423  23.10755  -0.07545
H  -10.81902  23.73962  1.53648
H  -12.42965  24.10513  0.83646
C  -1.17898  30.51751  3.98644
O  -2.52424  30.06654  4.30807
C  -3.44841  30.39185  3.28896
C  -3.23366  29.44630  2.10827
N  -4.24857  29.66772  1.03999
C  -4.35651  28.61154  0.02267
C  -3.08381  28.40011  -0.78901
O  -2.19623  27.50276  -0.11592
C  -1.18046  26.95939  -0.87337
H  -0.75077  30.05951  3.09483
H  -0.48898  30.42134  4.82474
H  -1.20629  31.58022  3.74564
H  -3.39409  31.44718  3.02167
H  -4.43964  30.19400  3.69690
H  -3.25304  28.40158  2.41856
H  -2.27680  29.64484  1.62548
H  -5.16439  29.98407  1.32513
H  -5.14580  28.95130  -0.64792
H  -4.72072  27.66825  0.42968
H  -2.66390  29.39326  -0.94845
H  -3.28505  27.98383  -1.77608
H  -0.65592  27.80107  -1.32564
H  -1.45073  26.25750  -1.66229
H  -0.47375  26.44708  -0.22053
C  -7.99709  22.57383  10.21371
O  -8.62234  23.68216  9.61922
C  -9.54065  23.42833  8.52207
C  -10.22988  24.77813  8.14282
N  -9.17767  25.66765  7.50902
C  -9.67376  26.94122  7.00522
C  -10.39469  26.91578  5.60155
O  -11.80529  26.55536  5.68749
C  -12.40410  26.45447  4.40663
H  -7.53185  22.90247  11.14304
H  -7.26699  22.17774  9.50791
H  -8.79826  21.85105  10.36807
H  -10.27050  22.70382  8.88332
H  -9.06999  22.84986  7.72711
H  -10.66122  25.26576  9.01705
H  -11.04154  24.58807  7.44054
H  -8.44949  25.80251  8.19580
H  -8.82198  27.56968  6.74519
H  -10.23782  27.52318  7.73410
H  -9.97698  26.26816  4.83071
H  -10.41131  27.90266  5.13906
H  -13.48857  26.55037  4.45990
H  -12.09072  25.49924  3.98542
H  -12.10630  27.20542  3.67486
C  -5.51513  31.81987  7.78520
O  -5.44579  30.87357  6.70904
C  -6.10731  29.71528  7.11084
C  -6.36258  28.76416  5.96019
N  -7.12216  29.43133  4.89493
C  -7.21188  28.67079  3.62988
C  -7.65103  29.66421  2.48538
O  -6.73434  30.72811  2.31022
C  -7.00005  31.53680  1.19432
H  -5.01588  32.73088  7.45517
H  -4.97445  31.40378  8.63528
H  -6.54483  32.06653  8.04396
H  -7.05495  29.97729  7.58140
H  -5.59317  29.13848  7.87964
H  -6.83976  27.88225  6.38755
H  -5.41177  28.45276  5.52765
H  -6.76684  30.36065  4.72111
H  -7.77292  27.75123  3.79646
H  -6.21617  28.26628  3.44816
H  -8.66339  30.02643  2.66432
H  -7.63956  29.11899  1.54161
H  -8.02825  31.89002  1.11603
H  -6.78008  30.97685  0.28538
H  -6.30819  32.37802  1.15210
C  -12.08733  37.69480  3.48456
O  -11.98153  36.36923  3.84295
C  -12.86353  35.97283  4.90803
C  -12.55594  34.55618  5.22734
N  -13.18324  33.52676  4.44184
C  -12.79836  33.60247  3.06766
C  -13.15567  32.35961  2.21035
O  -12.50627  31.18312  2.71995
C  -12.75051  29.97800  2.00821
H  -12.00052  38.31703  4.37529
H  -12.99182  38.08807  3.02051
H  -11.24555  37.94366  2.83837
H  -13.90648  36.04610  4.59982
H  -12.71788  36.60674  5.78269
H  -12.84446  34.40343  6.26730
H  -11.48280  34.40221  5.11437
H  -12.87498  32.68881  4.91399
H  -11.71426  33.66425  2.97274
H  -13.22840  34.51749  2.66035
H  -12.77102  32.48002  1.19760
H  -14.22274  32.17078  2.09287
H  -13.82075  29.78167  2.07268
H  -12.24092  29.15198  2.50431
H  -12.26546  29.97182  1.03210
C  -11.19631  20.23972  -1.52733
O  -10.76470  19.45043  -2.63288
C  -9.43279  18.82243  -2.39075
C  -9.15017  17.96532  -3.57781
N  -7.82486  17.38716  -3.34332
C  -7.50331  16.60689  -4.54303
C  -6.17170  15.86816  -4.24151
O  -6.31370  15.15594  -3.00401
C  -5.36319  14.14516  -2.88577
H  -10.44526  21.02526  -1.44397
H  -11.28746  19.63478  -0.62520
H  -12.14099  20.74905  -1.71778
H  -9.48306  18.21043  -1.49017
H  -8.68757  19.59234  -2.19078
H  -9.18357  18.55629  -4.49309
H  -9.97181  17.25498  -3.66973
H  -7.74379  16.88920  -2.46836
H  -7.45820  17.16292  -5.47945
H  -8.30384  15.89736  -4.75236
H  -5.36241  16.59822  -4.22842
H  -5.91747  15.23519  -5.09169
H  -5.46049  13.59961  -1.94714
H  -4.33791  14.50937  -2.82052
H  -5.47630  13.37223  -3.64596
C  -8.39550  28.41998  -6.13051
O  -7.15322  27.69306  -6.21834
C  -6.54203  27.46579  -4.95154
C  -5.24682  26.61892  -5.16106
N  -4.37742  26.61363  -3.92120
C  -4.96640  26.12797  -2.63931
C  -5.40628  24.65599  -2.62928
O  -4.28725  23.77958  -2.44530
C  -3.45955  23.58637  -3.58629
H  -8.27059  29.39523  -5.66001
H  -9.27169  27.89848  -5.74526
H  -8.53942  28.69156  -7.17628
H  -7.23233  26.89557  -4.32991
H  -6.34114  28.42295  -4.47030
H  -4.54925  27.01343  -5.89989
H  -5.54714  25.59080  -5.36326
H  -3.37212  26.62585  -4.01771
H  -5.69941  26.81514  -2.21670
H  -4.19659  26.11104  -1.86782
H  -5.94477  24.33431  -3.52072
H  -6.06992  24.43218  -1.79406
H  -2.89750  22.66387  -3.44075
H  -2.78764  24.43373  -3.72273
H  -4.02047  23.49991  -4.51687
C  -3.84784  25.35639  1.45213
O  -3.76194  23.95558  1.48993
C  -2.66443  23.53683  0.70338
C  -2.43419  22.00603  0.77496
N  -3.67532  21.11557  0.78414
C  -4.60844  21.56834  -0.33718
C  -5.92976  20.78307  -0.23162
O  -6.76111  21.38575  0.75135
C  -8.16217  21.11589  0.55572
H  -3.95618  25.72212  0.43105
H  -2.97866  25.83162  1.90688
H  -4.60946  25.61096  2.18918
H  -1.79108  24.03185  1.12803
H  -2.88147  23.84733  -0.31866
H  -1.71957  21.69421  1.53666
H  -1.97279  21.80648  -0.19220
H  -3.35930  20.19241  0.52336
H  -4.24745  21.25098  -1.31548
H  -4.87347  22.62371  -0.40093
H  -5.72943  19.74118  0.01825
H  -6.42241  20.76684  -1.20380
H  -8.34052  20.04200  0.61109
H  -8.38895  21.42045  -0.46600
H  -8.82636  21.63474  1.24690

- charge = +2
- gap between HOMO and LUMO (eV) = 1.16
- HOMO (eV) = -11.0